[1]
Computed, not measured: a 2-piece molecular cluster, C3HBr overall at a distorted geometry, with ωB97M-V with the def2-TZVPD basis set.

```
5
Properties=species:S:1:pos:R:3:forces:R:3:mulliken_charge:R:1
C 0.92910 -3.25262 -0.11777 -0.3 -0.6 0.0 -0.428
C 1.36342 -2.05889 0.04472 0.9 0.3 -0.1 0.906
C 1.80074 -0.86932 0.15443 -0.7 2.0 0.2 -0.522
Br 3.20650 0.32455 -0.08943 -1.2 -1.2 0.2 0.086
H -0.70460 0.40080 0.83502 1.4 -0.5 -0.3 -0.042
```
Positions in Å, forces in eV/Å.

Orbital gap   5.20 eV
Relative energy (zero: lowest compared OMol25 entry of this formula, charge and spin)   5.614 eV
Molar mass   116.945 g/mol

[2]
Computed, not measured: a 7-piece molecular cluster, C26H68ClN8O14 overall at a distorted geometry, with ωB97M-V with the def2-TZVPD basis set.

```
117
Properties=species:S:1:pos:R:3:forces:R:3:mulliken_charge:R:1
Cl -1.82914 1.58302 -0.53033 -3.7 1.9 3.3 1.629
O -3.23281 1.99481 -0.60520 0.3 -0.7 -0.6 -0.730
O -1.23032 2.61023 0.30603 1.5 0.0 -0.9 -0.757
O -1.78711 0.36990 0.28580 0.8 -0.6 -1.5 -0.547
O -1.33337 1.49366 -1.85713 1.3 -0.7 -0.5 -0.596
C -0.51693 -2.13523 -3.27847 1.5 -0.4 1.2 0.370
O 0.36950 -2.83216 -3.76731 -1.2 0.1 0.0 -0.640
N -0.55220 -1.81916 -1.93786 -0.3 0.1 -0.3 -0.065
N -1.50599 -1.53790 -3.98667 -0.1 -0.3 -0.4 -0.360
H -0.13977 -2.41970 -1.25194 0.4 0.0 -0.2 0.196
H -1.21981 -1.14101 -1.61681 -0.1 -0.1 0.3 -0.038
H -1.48159 -1.76474 -4.96504 -0.2 0.6 0.0 0.223
H -1.98382 -0.75578 -3.57786 -0.3 0.1 -0.4 0.212
C -3.16840 1.51762 3.64521 -0.1 -2.0 1.2 0.528
O -3.77683 1.47575 4.72114 0.4 0.4 -0.7 -0.745
N -2.16534 0.61578 3.34623 -0.2 1.3 -0.4 -0.083
N -3.48553 2.32806 2.62003 -0.4 1.2 0.0 -0.174
H -1.63835 0.84979 2.52196 0.2 -0.7 -0.1 0.047
H -2.02038 -0.22318 3.86644 0.0 0.0 0.2 0.139
H -3.99243 3.15487 2.89250 -0.1 -0.1 -0.2 0.183
H -3.01931 2.34873 1.72491 0.1 -0.1 0.1 0.091
C 3.96821 -5.28222 -1.05237 0.4 -1.2 0.0 -0.839
O 3.57303 -4.68629 -2.24866 0.0 0.6 0.2 -0.203
C 4.58437 -4.64075 -3.24125 -0.4 0.0 0.0 -0.776
C 4.50213 -3.34746 -4.05017 -1.1 -0.4 0.7 -0.481
N 3.19343 -3.14898 -4.67282 0.9 0.3 -0.2 -0.011
C 3.12205 -1.86123 -5.39397 1.0 -0.1 0.9 -0.729
C 3.53745 -0.62696 -4.57482 -0.8 0.2 0.6 -0.858
O 2.76249 -0.53744 -3.39504 0.7 0.0 0.8 -0.223
C 1.64733 0.30484 -3.45008 0.3 0.9 0.0 -0.438
H 3.09018 -5.57151 -0.47726 -0.1 0.5 0.1 0.236
H 4.67510 -4.69869 -0.45264 -0.2 0.4 0.0 0.314
H 4.48215 -6.24353 -1.22205 0.0 0.0 -0.2 0.324
H 4.42780 -5.54445 -3.84165 0.4 0.1 -0.3 0.343
H 5.57977 -4.66641 -2.78478 0.0 -0.2 0.0 0.444
H 5.36653 -3.33451 -4.72897 0.1 0.2 -0.1 0.259
H 4.56158 -2.54615 -3.31255 0.5 0.0 -0.1 0.268
H 3.04212 -3.85234 -5.38779 -0.1 -0.2 0.2 0.191
H 2.07278 -1.74965 -5.65884 0.1 0.1 -0.6 0.310
H 3.87391 -1.90492 -6.19633 -0.6 0.3 -0.7 0.446
H 3.41323 0.31067 -5.13246 -0.2 -0.3 -0.5 0.461
H 4.58337 -0.56954 -4.26239 0.1 -0.6 -0.1 0.440
H 1.33475 0.63772 -2.45730 -0.1 -1.0 0.2 0.022
H 0.84435 -0.18791 -3.99926 -0.2 0.5 0.0 0.197
H 1.94135 1.29588 -3.83921 -0.2 -0.3 -0.8 0.342
C -0.58914 6.48632 -5.03540 0.3 0.2 -0.1 -0.767
O -0.08260 6.17673 -3.75530 0.0 -0.2 -0.4 -0.283
C 0.27355 4.83113 -3.64561 0.2 -1.6 2.0 -0.655
C 0.57153 4.43421 -2.18743 -0.8 -0.8 0.0 -0.045
N 1.74095 5.10033 -1.66432 0.4 -0.1 -1.1 -0.318
C 2.17280 4.74883 -0.31228 -1.8 0.6 -0.3 0.046
C 3.47879 5.40142 0.06270 0.0 0.3 -0.1 -0.572
O 3.69429 5.29880 1.46433 0.4 0.1 -0.6 -0.372
C 4.62573 4.31055 1.83270 -0.4 -0.8 1.4 -0.570
H -0.87708 7.53273 -4.96722 -0.1 0.0 -0.4 0.250
H -1.42597 5.85932 -5.36195 -0.3 0.0 0.5 0.306
H 0.15843 6.33326 -5.82366 0.3 0.3 0.1 0.307
H 1.18037 4.50757 -4.16989 -0.1 0.6 -0.7 0.314
H -0.55565 4.14834 -3.87099 -0.1 0.3 -0.6 0.372
H 0.64929 3.33913 -2.19829 0.6 0.1 -0.1 -0.078
H -0.34073 4.51221 -1.57102 0.1 0.6 0.0 0.201
H 1.47476 6.07469 -1.77471 0.7 0.2 0.6 0.292
H 2.13539 3.66826 -0.16876 0.3 -0.1 -0.2 -0.029
H 1.37634 5.14881 0.33081 0.4 -0.2 0.7 0.259
H 3.42222 6.45608 -0.22817 -0.1 0.1 0.3 0.266
H 4.34880 5.03605 -0.48892 -0.1 -0.4 -0.1 0.376
H 5.11639 3.78161 1.01549 0.2 0.5 -0.2 0.313
H 4.14690 3.51021 2.41769 -0.3 0.1 -0.2 0.157
H 5.32676 4.71597 2.56835 0.3 0.3 -0.5 0.260
C 1.78498 1.19902 2.03147 0.3 -0.1 -0.4 -0.440
O 2.16688 -0.01322 2.66189 -0.5 -0.2 0.0 -0.396
C 1.04861 -0.56792 3.34591 -0.8 0.2 -0.9 -0.412
C 1.46749 -1.87934 4.02508 -0.6 1.4 -0.4 -0.390
N 2.38745 -1.51747 5.13299 -1.7 -0.9 -1.4 -0.474
C 3.19815 -2.65873 5.55484 1.0 1.0 -0.7 -0.826
C 4.35371 -2.97146 4.58982 0.3 -0.8 0.4 -0.396
O 5.37302 -2.00740 4.78834 -0.3 -0.2 -0.5 -0.320
C 6.55904 -2.35373 4.12219 0.6 0.5 0.3 -0.752
H 2.57163 1.45063 1.31952 0.2 0.2 0.3 0.232
H 1.62844 1.97864 2.78179 0.1 0.2 -0.1 0.303
H 0.88085 1.10702 1.42056 -0.2 -0.2 0.2 0.055
H 0.22016 -0.73531 2.63686 0.4 -0.6 -0.4 0.176
H 0.55011 0.23423 3.90924 0.6 -0.3 1.1 0.409
H 1.92079 -2.45555 3.20780 0.3 -0.1 0.2 0.181
H 0.53625 -2.40461 4.25449 0.2 -0.1 0.8 0.396
H 2.87667 -0.79750 4.60465 1.1 -0.1 1.0 0.321
H 2.59016 -3.54561 5.71822 -0.2 0.1 0.0 0.399
H 3.64917 -2.34746 6.49760 0.1 -0.4 0.1 0.311
H 4.09294 -3.05484 3.52708 -0.4 0.5 0.0 0.300
H 4.78311 -3.96848 4.78507 -0.1 0.0 0.4 0.487
H 7.07789 -3.18732 4.61094 -0.1 -0.1 0.1 0.301
H 7.19310 -1.46945 4.19732 0.1 -0.1 -0.1 0.262
H 6.47254 -2.61058 3.06134 -0.5 0.1 0.0 0.276
C -8.19280 0.50752 -1.40738 0.6 0.9 -0.5 -0.783
O -7.41394 0.22323 -0.27938 -0.4 -0.3 -0.3 -0.287
C -6.03840 0.07161 -0.62174 -0.4 -0.6 0.6 -0.779
C -5.30430 -0.26773 0.69617 0.4 1.1 -1.7 -0.406
N -5.94854 -1.42604 1.29727 0.3 0.6 0.7 -0.197
C -5.47846 -1.64793 2.66476 0.4 0.9 0.5 -0.287
C -6.42663 -2.51418 3.49949 0.2 -1.2 -1.2 -0.737
O -7.75560 -2.31795 3.06086 0.0 0.2 0.5 -0.205
C -8.61938 -3.27666 3.59842 0.6 -1.2 -0.5 -0.798
H -7.96665 1.53574 -1.73052 -0.2 0.1 -0.1 0.287
H -9.26416 0.45156 -1.22631 0.1 -0.2 0.4 0.254
H -7.94948 -0.11779 -2.27612 0.0 -0.3 0.2 0.300
H -5.70890 0.96807 -1.15139 0.5 0.1 0.3 0.484
H -5.94032 -0.76905 -1.32282 0.0 -0.1 -0.1 0.286
H -5.25048 0.67589 1.24231 -0.7 -0.4 0.8 0.225
H -4.23464 -0.39492 0.48133 0.0 -0.4 -0.2 0.356
H -5.66344 -2.20749 0.71756 -0.2 -0.2 0.1 0.276
H -5.31382 -0.70198 3.19018 -0.3 0.2 -0.4 0.161
H -4.47129 -2.08094 2.61035 0.0 -0.3 0.5 0.336
H -6.39448 -2.48835 4.59127 0.4 0.7 0.1 0.391
H -6.04940 -3.52650 3.26160 -0.8 -0.4 0.0 0.314
H -8.24254 -4.27172 3.29496 -0.1 0.0 0.1 0.329
H -9.60268 -3.19894 3.13746 0.0 0.4 0.3 0.243
H -8.64449 -3.32309 4.69542 -0.2 0.5 0.0 0.285
```
Positions in Å, forces in eV/Å.

Charge   -1
Orbital gap   8.36 eV
Relative energy (zero: lowest compared OMol25 entry of this formula, charge and spin)   0.000 eV
Molar mass   752.325 g/mol

[3]
Computed, not measured: C5H10N2O2 in the gas phase at a distorted geometry, with ωB97M-V with the def2-TZVPD basis set.

```
19
Properties=species:S:1:pos:R:3:forces:R:3:mulliken_charge:R:1
C -0.63776 -2.22564 0.21945 -1.3 0.5 -0.2 -1.100
C 0.20172 -0.99764 0.09323 2.9 -1.2 0.7 0.507
C -1.51015 0.77282 0.16865 -0.5 0.0 -0.5 -0.534
C -1.52424 2.10695 -0.59633 0.9 0.1 1.3 -0.636
C -0.01917 2.41953 -0.73108 0.1 -0.2 -0.1 -0.377
H -1.44840 -2.09604 -0.56359 0.5 -0.6 1.3 0.330
H -0.06940 -3.15653 0.06329 -0.1 0.7 -0.2 0.405
H -0.98759 -2.27275 1.27555 -0.4 -0.1 -0.8 0.244
H 2.73942 -2.13049 1.12303 0.9 -0.1 0.2 0.380
H -1.31998 0.91847 1.20283 -0.1 0.3 1.3 0.296
H -2.40527 0.12842 0.06266 0.6 0.4 -0.3 0.367
H -1.85956 1.89838 -1.56181 -1.1 0.0 -1.5 0.315
H -2.02753 2.94694 -0.10292 -0.2 -0.5 -0.2 0.349
H 0.26992 3.21083 -0.01290 0.2 -0.4 -0.6 0.271
H 0.26525 2.68327 -1.79630 -0.2 -0.3 1.3 0.204
N 1.47779 -1.05557 0.36481 -1.5 0.9 0.2 -0.358
N -0.31687 0.18682 -0.40292 0.0 -0.7 -1.0 0.075
O 1.81098 -2.26971 1.00735 -0.8 -0.1 -0.6 -0.434
O 0.64581 1.20653 -0.30067 0.3 0.9 -0.2 -0.306
```
Positions in Å, forces in eV/Å.

SMILES   C/C(=N\O)N1CCCO1
Orbital gap   9.04 eV
Relative energy (zero: lowest compared OMol25 entry of this formula, charge and spin)   5.036 eV
Molar mass   130.147 g/mol

Please write out number 3 again, unchanged.
Computed, not measured: C5H10N2O2 in the gas phase at a distorted geometry, with ωB97M-V with the def2-TZVPD basis set.

```
19
Properties=species:S:1:pos:R:3:forces:R:3:mulliken_charge:R:1
C -0.63776 -2.22564 0.21945 -1.3 0.5 -0.2 -1.100
C 0.20172 -0.99764 0.09323 2.9 -1.2 0.7 0.507
C -1.51015 0.77282 0.16865 -0.5 0.0 -0.5 -0.534
C -1.52424 2.10695 -0.59633 0.9 0.1 1.3 -0.636
C -0.01917 2.41953 -0.73108 0.1 -0.2 -0.1 -0.377
H -1.44840 -2.09604 -0.56359 0.5 -0.6 1.3 0.330
H -0.06940 -3.15653 0.06329 -0.1 0.7 -0.2 0.405
H -0.98759 -2.27275 1.27555 -0.4 -0.1 -0.8 0.244
H 2.73942 -2.13049 1.12303 0.9 -0.1 0.2 0.380
H -1.31998 0.91847 1.20283 -0.1 0.3 1.3 0.296
H -2.40527 0.12842 0.06266 0.6 0.4 -0.3 0.367
H -1.85956 1.89838 -1.56181 -1.1 0.0 -1.5 0.315
H -2.02753 2.94694 -0.10292 -0.2 -0.5 -0.2 0.349
H 0.26992 3.21083 -0.01290 0.2 -0.4 -0.6 0.271
H 0.26525 2.68327 -1.79630 -0.2 -0.3 1.3 0.204
N 1.47779 -1.05557 0.36481 -1.5 0.9 0.2 -0.358
N -0.31687 0.18682 -0.40292 0.0 -0.7 -1.0 0.075
O 1.81098 -2.26971 1.00735 -0.8 -0.1 -0.6 -0.434
O 0.64581 1.20653 -0.30067 0.3 0.9 -0.2 -0.306
```
Positions in Å, forces in eV/Å.

SMILES   C/C(=N\O)N1CCCO1
Orbital gap   9.04 eV
Relative energy (zero: lowest compared OMol25 entry of this formula, charge and spin)   5.036 eV
Molar mass   130.147 g/mol